80
Properties=species:S:1:pos:R:3 method="wB97M-V/def2-TZVPD" fmax_ev_per_a=4.4 spin_multiplicity=5 charge=+2 de_lowest_kj_mol=34.9 gap_ev="6.28 / 2.52"
C -1.98 3.36 -6.51
H -0.08 3.49 -0.71
H 2.29 -1.41 -0.69
N -2.24 1.21 -7.25
H 1.22 2.71 -3.26
C -1.58 0.72 -2.07
H -1.79 4.17 -5.82
H -0.03 -0.82 -4.41
H 3.14 -3.71 -11.32
H 5.57 1.90 -6.66
H -1.96 2.10 -0.44
C 2.78 -3.50 -10.32
H 0.09 2.08 3.62
C -4.47 -0.26 -8.69
H -3.90 -2.92 -6.85
H 0.77 -2.43 -0.70
P -2.15 -0.56 -6.97
C 0.39 -0.22 -8.41
H 0.87 1.58 1.24
C 2.40 -2.24 -9.83
P 1.58 -1.00 -7.25
H 2.33 -1.32 -10.39
N 2.11 -2.33 -8.47
H -2.42 1.66 -9.36
H -2.09 1.60 -5.17
C -0.28 2.90 -1.62
H -0.78 3.60 -2.31
F -2.04 1.00 4.69
H -2.51 0.18 -1.82
C -1.58 0.71 3.43
C -1.23 1.82 -1.23
H 2.82 -5.48 -9.28
C -2.28 2.06 -8.36
H 0.34 0.86 -8.15
C -0.73 0.17 0.91
H 2.43 0.90 -1.36
C -1.16 0.80 -3.51
C -1.88 -0.47 1.37
H 2.06 -3.99 -7.11
H -4.31 0.77 -8.91
H -2.31 4.28 -8.52
H -5.90 -3.26 -8.71
C -5.43 -1.12 -9.23
C 1.10 2.47 -2.18
H 0.79 -0.27 -9.44
C 1.12 -0.06 -2.77
C 0.17 0.15 -3.92
H 1.87 3.11 -1.69
H -0.95 -1.94 -8.52
C 4.59 1.33 -8.61
H 0.66 0.78 -4.68
N -3.73 -0.94 -7.70
C 2.25 -3.68 -8.12
C 1.26 -1.53 -0.30
H -1.97 0.34 -4.09
C -4.28 -2.23 -7.59
C -0.44 1.37 2.98
C 3.40 0.62 -8.85
N 2.90 0.15 -7.62
H -3.22 -0.68 3.10
H 5.22 1.77 -9.37
Ru -0.06 -0.20 -1.03
H 1.27 -1.52 0.80
H 3.53 0.39 -5.57
H -6.10 -0.91 -10.05
C -1.04 -0.84 -8.44
H -2.40 -1.17 0.72
H 2.88 0.46 -9.79
H -1.57 -0.47 -9.34
C -2.07 2.04 -6.14
C 4.79 1.36 -7.19
C -2.32 -0.20 2.68
C 2.64 -4.41 -9.24
H -1.06 1.87 -3.75
C -0.01 1.10 1.67
C -2.19 3.38 -7.93
C -5.31 -2.38 -8.52
C 3.76 0.62 -6.60
H 1.82 -0.91 -2.83
C 1.51 1.03 -1.95